No. 1
The following is a DFT calculation (ωB97M-V/def2-TZVPD) of a 2-piece molecular cluster, C3H11N overall in a non-equilibrium geometry.

Positions of all 15 atoms, in Å:
C  0.224  2.336  2.140
H  1.187  2.751  2.107
H  0.190  1.313  1.741
H  -0.213  3.045  1.446
H  -0.148  2.304  3.162
C  -0.684  -0.400  -1.815
C  0.434  -1.186  -1.067
N  -0.230  -2.143  -0.066
H  -1.161  0.379  -1.077
H  -0.339  0.111  -2.629
H  -1.438  -1.089  -2.073
H  1.101  -1.878  -1.746
H  1.098  -0.460  -0.531
H  -0.279  -3.014  -0.383
H  0.255  -2.071  0.792

Its SMILES is CCN.C. The lowest unoccupied orbital energy is 1.0 eV. The calculation puts the total energy at -4778.3914 eV. For the highest occupied orbital energy, the calculation gives -9.2 eV. The calculation puts the energy relative to the best compared isomer or geometry (same formula, charge and spin) at 25.5 kcal per mole. Its frontier orbital gap is 0.3766 Ha.

=====

No. 2
The following is a DFT calculation (ωB97M-V/def2-TZVPD) of a 2-piece molecular cluster, C5H14S overall in a non-equilibrium geometry.

Positions of all 20 atoms, in Å:
C  0.239  -2.676  2.569
S  1.036  -2.005  1.085
C  -0.242  -2.521  -0.087
H  -0.788  -2.328  2.626
H  0.281  -3.751  2.510
H  0.762  -2.336  3.456
H  -1.204  -2.061  0.116
H  -0.289  -3.610  -0.085
H  0.112  -2.243  -1.080
C  0.054  3.202  -0.188
C  0.071  1.720  -0.608
C  -0.132  1.460  -2.104
H  0.562  3.313  0.760
H  0.661  3.683  -0.965
H  -0.929  3.598  -0.276
H  1.010  1.250  -0.298
H  -0.691  1.151  -0.063
H  -0.087  0.394  -2.320
H  0.687  1.925  -2.649
H  -1.111  1.834  -2.399

Its SMILES is CCC.CSC. The lowest unoccupied orbital energy is 1.0 eV. The calculation puts the total energy at -16247.0135 eV. For the highest occupied orbital energy, the calculation gives -8.5 eV. The calculation puts the energy relative to the best compared isomer or geometry (same formula, charge and spin) at 6.6 kcal per mole. Its frontier orbital gap is 0.3508 Ha.

=====

No. 3
The following is a DFT calculation (ωB97M-V/def2-TZVPD) of one molecule with the formula C4H6O2 in a non-equilibrium geometry.

Positions of all 12 atoms, in Å:
C  1.409  -0.033  -0.411
C  -0.551  0.672  0.261
O  -0.438  1.855  0.518
C  0.266  -0.322  0.911
C  -1.680  -0.025  -0.527
O  -1.633  -1.133  -1.009
H  0.988  -0.495  -1.329
H  2.263  -0.597  -0.093
H  1.768  0.978  -0.725
H  0.008  -1.381  0.799
H  0.229  -0.029  1.993
H  -2.629  0.509  -0.388

Its SMILES is CCC(=O)C=O. The lowest unoccupied orbital energy is -0.3 eV. The calculation puts the total energy at -8337.5860 eV. For the highest occupied orbital energy, the calculation gives -9.5 eV. The calculation puts the energy relative to the best compared isomer or geometry (same formula, charge and spin) at 66.3 kcal per mole. Its frontier orbital gap is 0.3387 Ha.

=====

No. 4
The following is a DFT calculation (ωB97M-V/def2-TZVPD) of one molecule with the formula C3H6N2S2 in a non-equilibrium geometry.

Positions of all 13 atoms, in Å:
C  -1.275  0.799  -0.447
C  0.856  -0.446  0.109
C  1.702  0.546  -0.638
H  -2.034  0.652  -1.189
H  -0.643  1.630  -0.754
H  -1.711  1.230  0.433
H  -1.478  -1.234  1.896
H  0.957  -1.863  1.351
H  2.529  0.955  0.000
N  -0.584  -0.470  -0.166
N  1.553  -1.165  0.900
S  -1.429  -1.724  0.646
S  1.557  1.089  -2.141

Its SMILES is [H]/N=C(/C=S)N(C)S. The lowest unoccupied orbital energy is -0.8 eV. The calculation puts the total energy at -27857.0603 eV. For the highest occupied orbital energy, the calculation gives -9.0 eV. The calculation puts the energy relative to the best compared isomer or geometry (same formula, charge and spin) at 47.0 kcal per mole. Its frontier orbital gap is 0.3006 Ha.

=====

No. 5
The following is a DFT calculation (ωB97M-V/def2-TZVPD) of C26H38ClFN3O4Pd as an isolated structure in a non-equilibrium geometry.

Positions of all 74 atoms, in Å:
O  1.551  -0.929  -2.822
C  0.509  -0.418  -3.207
C  0.273  1.064  -3.334
C  0.798  2.033  -2.461
H  1.127  1.689  -1.479
C  0.899  3.357  -2.889
H  1.371  4.113  -2.268
C  0.411  3.722  -4.160
H  0.523  4.752  -4.518
C  -0.212  2.770  -4.986
H  -0.622  3.050  -5.965
C  -0.301  1.444  -4.568
H  -0.791  0.677  -5.186
H  -0.589  -0.931  -3.380
C  -2.048  -1.937  -1.882
C  -1.665  -0.577  -1.361
H  -2.406  -1.993  -2.943
H  -2.873  -2.136  -1.199
H  -1.175  -2.647  -1.680
C  -2.265  0.580  -1.666
C  -3.752  0.656  -1.608
H  -1.727  1.488  -1.928
H  -4.170  1.279  -2.394
H  -4.038  1.026  -0.628
H  -4.153  -0.346  -1.668
Pd  -1.456  -0.340  0.603
Cl  -3.539  -0.847  1.350
C  -1.401  -0.360  3.811
O  -0.602  -0.770  2.962
N  -1.319  -0.639  5.129
C  -0.444  -1.690  5.627
C  -2.209  0.006  6.086
H  -2.269  0.271  3.538
H  0.245  -2.074  4.865
H  -1.031  -2.520  6.057
H  0.142  -1.286  6.461
H  -2.607  0.915  5.607
H  -1.611  0.242  6.978
H  -3.025  -0.691  6.349
H  4.989  0.886  -1.809
H  4.954  1.621  0.568
C  3.917  1.133  -1.762
C  3.867  1.494  0.677
N  3.348  0.777  -0.473
H  3.397  0.587  -2.551
C  2.789  -0.457  -0.310
O  2.177  -0.862  0.674
H  3.653  0.944  1.599
H  2.910  -1.096  -1.196
H  3.795  2.209  -1.931
H  3.411  2.492  0.748
H  -0.067  -5.976  1.240
H  2.213  -5.589  -0.363
C  -0.528  -5.414  0.422
C  1.499  -5.009  -0.984
N  0.416  -4.478  -0.153
H  -1.403  -4.878  0.798
C  0.323  -3.152  0.125
O  -0.553  -2.640  0.849
H  2.017  -4.156  -1.461
H  1.098  -2.539  -0.380
H  -0.820  -6.135  -0.344
H  1.058  -5.678  -1.745
F  0.699  5.406  1.466
C  0.180  4.124  1.313
C  -0.966  3.939  0.527
C  -1.471  2.626  0.380
C  -0.681  1.583  0.830
C  0.470  1.772  1.584
C  0.927  3.077  1.877
H  -1.491  4.785  0.061
H  -2.469  2.423  -0.023
H  0.972  0.891  2.000
H  1.822  3.284  2.502

The lowest unoccupied orbital energy (spin up / spin down) is 2.7 / 2.7 eV. The calculation puts the total energy at -58954.7417 eV. As for the spin multiplicity: 3. For the highest occupied orbital energy (spin up / spin down), the calculation gives -2.2 / -2.9 eV. Its total charge is -1. Its frontier orbital gap (spin up / spin down) is 0.1802 / 0.2046 Ha.

=====

No. 6
The following is a DFT calculation (ωB97M-V/def2-TZVPD) of C3H6N2OS as an isolated structure in a non-equilibrium geometry.

Positions of all 13 atoms, in Å:
C  0.044  -0.383  0.376
C  -0.647  -1.387  -0.566
C  -1.833  -1.128  -1.134
H  -0.692  1.866  -1.693
H  -0.634  1.674  1.090
H  -0.313  -2.338  -0.362
H  -2.448  -0.149  -1.185
H  -2.361  -1.786  -1.854
H  1.108  -1.407  3.267
N  -0.255  0.967  0.141
N  0.755  -0.486  1.452
O  1.046  -1.742  2.012
S  0.505  1.881  -1.160

The lowest unoccupied orbital energy is 0.2 eV. The calculation puts the total energy at -19064.9123 eV. For the highest occupied orbital energy, the calculation gives -8.8 eV. The calculation puts the energy relative to the best compared isomer or geometry (same formula, charge and spin) at 167.3 kcal per mole. Its frontier orbital gap is 0.3320 Ha.

=====

No. 7
The following is a DFT calculation (ωB97M-V/def2-TZVPD) of C53H46ClGaGeO2Sb2 as an isolated structure in a non-equilibrium geometry.

Positions of all 106 atoms, in Å:
Ga  -1.017  -0.874  -1.147
C  -1.176  -1.622  2.157
C  0.002  -0.663  2.177
C  1.286  -1.419  1.901
Sb  3.134  -0.238  1.716
C  2.247  1.734  1.752
C  1.474  2.139  0.676
C  1.058  3.452  0.562
C  1.431  4.383  1.516
C  2.199  3.982  2.595
C  2.609  2.666  2.711
C  3.646  -0.254  3.831
C  4.958  -0.524  4.191
C  5.349  -0.502  5.519
C  4.425  -0.204  6.506
C  3.113  0.068  6.155
C  2.728  0.041  4.826
Sb  -3.135  -0.662  1.922
C  -2.464  1.400  2.029
C  -1.926  1.944  3.186
C  -1.579  3.282  3.230
C  -1.769  4.089  2.121
C  -2.305  3.552  0.964
C  -2.657  2.214  0.925
C  -3.654  -0.573  4.036
C  -4.898  -0.032  4.324
C  -5.329  0.105  5.629
C  -4.516  -0.311  6.670
C  -3.269  -0.843  6.396
C  -2.842  -0.971  5.085
H  -1.188  -2.246  3.052
H  -1.099  -2.300  1.300
H  0.043  -0.162  3.147
H  -0.131  0.120  1.414
H  1.193  -1.937  0.940
H  1.461  -2.177  2.666
H  1.203  1.427  -0.094
H  0.459  3.755  -0.284
H  1.144  5.419  1.405
H  2.509  4.702  3.338
H  3.224  2.363  3.550
H  5.683  -0.754  3.421
H  6.375  -0.715  5.787
H  4.728  -0.176  7.543
H  2.388  0.304  6.922
H  1.703  0.266  4.561
H  -1.795  1.324  4.064
H  -1.168  3.704  4.136
H  -1.515  5.137  2.164
H  -2.460  4.172  0.093
H  -3.109  1.803  0.032
H  -5.534  0.280  3.504
H  -6.296  0.540  5.838
H  -4.852  -0.218  7.691
H  -2.626  -1.156  7.207
H  -1.864  -1.391  4.891
Cl  -5.576  3.325  -4.919
C  -4.755  2.242  -3.854
C  -5.446  1.131  -3.346
C  -4.827  0.262  -2.490
C  -3.469  0.425  -2.122
O  -2.907  -0.435  -1.334
C  -2.788  1.568  -2.643
C  -1.431  1.819  -2.347
O  -0.669  1.119  -1.656
C  -3.456  2.470  -3.498
H  -6.471  0.969  -3.646
H  -5.356  -0.589  -2.089
H  -1.007  2.743  -2.771
H  -2.907  3.319  -3.877
C  -0.345  -2.632  -1.774
Ge  0.990  -2.123  -3.149
C  2.715  -1.282  -2.614
C  3.914  -1.977  -2.686
C  5.092  -1.398  -2.242
C  5.080  -0.119  -1.712
C  3.891  0.588  -1.637
C  2.722  0.003  -2.091
C  1.415  -3.741  -4.204
C  0.885  -4.978  -3.868
C  1.162  -6.097  -4.633
C  1.979  -5.991  -5.746
C  2.522  -4.763  -6.086
C  2.238  -3.648  -5.319
C  0.015  -0.832  -4.292
C  0.609  0.266  -4.897
C  -0.143  1.155  -5.646
C  -1.504  0.949  -5.807
C  -2.108  -0.148  -5.215
C  -1.352  -1.027  -4.460
H  0.179  -3.088  -0.926
H  3.918  -2.980  -3.093
H  6.021  -1.948  -2.292
H  5.995  0.324  -1.347
H  3.882  1.586  -1.218
H  1.785  0.546  -2.049
H  0.244  -5.056  -3.000
H  0.735  -7.054  -4.366
H  2.187  -6.863  -6.350
H  3.160  -4.673  -6.954
H  2.657  -2.686  -5.584
H  1.674  0.431  -4.775
H  0.333  2.014  -6.100
H  -2.097  1.638  -6.390
H  -3.170  -0.315  -5.338
H  -1.816  -1.893  -3.998

The lowest unoccupied orbital energy is -1.0 eV. The calculation puts the total energy at -194289.0878 eV. For the highest occupied orbital energy, the calculation gives -7.8 eV. The calculation puts the energy relative to the best compared isomer or geometry (same formula, charge and spin) at 31.1 kcal per mole. Its frontier orbital gap is 0.2506 Ha.